# 1
A cluster of 3 separate species, C23H50N6O7PS in total in a non-equilibrium geometry. Source: OMol25; level of theory: wB97M-V/def2-TZVPD.

```
88
Properties=species:S:1:pos:R:3:forces:R:3
S -2.5376 1.7508 -0.2108 -0.145 0.037 -0.276
P -3.2916 2.2053 -1.9229 0.783 -0.550 1.285
O 3.5749 -2.0742 7.3246 0.015 -0.042 -0.077
O -5.2459 4.1453 -6.0403 0.429 -0.251 -0.137
O -1.1159 -3.9444 2.2431 -0.013 0.073 -0.216
O 5.4087 -3.7565 5.5536 0.019 0.348 -0.019
O -1.2588 -3.0178 -0.6631 -0.242 0.002 0.075
O 2.2289 -3.4555 4.9412 0.017 -0.122 0.287
O -0.0135 -5.8885 0.1424 0.196 0.200 0.177
N 0.2335 4.6356 -3.3090 3.782 1.131 -1.200
N -0.6118 3.7019 -2.8496 -0.815 0.711 -0.345
N -1.6651 5.5980 -3.2388 -0.102 0.761 -0.322
N -2.9852 3.8243 -2.4394 -1.289 -0.505 -0.127
N -1.5983 8.5974 -3.4992 -0.246 0.219 -0.065
N -0.1885 2.4176 -2.4905 0.025 -0.043 0.214
C -4.3050 4.0504 -4.9815 -1.063 0.514 0.964
C -0.4312 8.2164 -3.2422 0.176 0.221 -0.079
C -0.7959 -2.2719 0.4558 0.131 -0.208 -0.162
C -2.4264 -2.4767 -1.2378 0.223 -0.144 0.021
C -0.1746 -3.1813 1.4989 0.057 0.025 0.121
C -0.2259 1.5758 -3.4553 -0.195 -0.959 -0.800
C 5.3430 -3.7623 6.9724 -0.167 -0.216 -0.200
C -0.5975 1.8396 -4.9000 0.159 -0.158 0.101
C 6.6474 -3.2889 5.0636 -0.156 -0.167 0.025
C 1.0355 -4.2129 4.9832 0.100 0.124 -0.152
C 0.2236 7.0798 -4.0555 0.183 0.062 1.580
C 2.0506 -2.1204 5.3840 0.265 -0.213 -0.220
C -0.8565 -6.1885 1.2447 -0.067 0.123 -0.361
C -4.6609 5.0988 -3.8927 0.278 0.499 0.339
C 0.1385 0.1413 -3.0890 -0.115 1.003 0.720
C 1.2282 -6.5592 0.2024 -0.148 -0.007 -0.102
C -4.1523 4.7639 -2.4612 -0.265 0.086 -0.367
C 3.3238 -1.5860 6.0134 -0.049 0.123 0.077
C -0.3700 5.7847 -3.5550 -2.554 -0.835 0.482
C -1.7644 -5.0159 1.5634 -0.064 -0.111 0.175
C 1.6817 4.5107 -3.5159 0.856 -0.689 0.301
C -1.8055 4.3446 -2.8242 0.326 -0.344 0.175
C 3.9418 -3.4433 7.4571 0.008 0.003 0.093
H 0.3268 -3.8530 4.2320 -0.169 -0.098 0.114
H -0.0385 -1.5637 0.0926 0.020 0.118 0.209
H 1.9832 4.8950 -4.4990 -0.457 -0.187 0.196
H -1.4640 1.2173 -5.1788 0.260 0.227 0.145
H 1.2874 -5.2505 4.7652 0.063 0.046 -0.060
H 0.5942 -3.8216 1.0654 -0.089 -0.002 -0.192
H 0.2385 1.4785 -5.5234 -0.275 0.139 0.181
H -3.2958 4.2807 -5.3520 -0.326 -0.379 -0.133
H 0.0757 7.2452 -5.1289 0.011 -0.229 0.268
H 4.1864 -1.7395 5.3638 -0.082 -0.191 -0.104
H 1.2235 0.0229 -3.2241 -0.340 -0.232 -0.183
H -0.4471 -0.5953 -3.6487 0.335 0.204 -0.046
H 1.2383 -2.0622 6.1170 -0.014 0.027 0.000
H 6.8839 -2.3020 5.4768 0.090 -0.028 0.042
H -2.8322 1.3461 -2.9598 -0.307 0.503 -0.083
H 1.7298 -6.3732 1.1584 -0.002 -0.085 0.028
H -5.9953 3.5706 -5.8395 0.146 0.195 -0.069
H -2.2863 -4.6598 0.6750 0.157 -0.061 -0.138
H -2.2078 -1.5086 -1.7080 -0.188 0.094 0.028
H 7.4490 -3.9956 5.3037 0.112 0.110 -0.012
H -2.7829 -3.1738 -1.9956 0.094 0.010 -0.027
H -2.5295 -5.3706 2.2580 0.077 0.020 0.067
H 1.8592 -6.1690 -0.5950 -0.081 -0.017 -0.044
H 1.2856 7.0681 -3.7687 -0.204 0.076 -0.581
H 3.2003 -4.0949 6.9937 0.111 -0.022 -0.187
H -3.8596 5.6686 -1.9141 -0.114 -0.257 -0.185
H -1.8296 9.3507 -2.8458 -0.276 -0.084 -0.254
H 2.0239 3.4712 -3.4395 -0.356 0.280 0.020
H 6.0431 -3.0351 7.3981 -0.005 0.022 -0.015
H -0.0690 0.0411 -2.0115 0.117 -0.154 -0.373
H 0.1148 8.7191 -2.4288 0.417 -0.599 -0.299
H -4.2718 6.0858 -4.1880 -0.017 -0.402 0.011
H 0.3244 -2.5444 2.2342 -0.067 0.028 0.030
H 1.0934 -7.6360 0.0556 0.116 -0.035 0.081
H -0.2603 -6.4298 2.1317 -0.009 -0.013 0.017
H -4.3602 3.0462 -4.5193 0.343 0.179 -0.350
H 1.7937 -1.5075 4.5092 -0.095 0.201 0.121
H -4.7008 2.0470 -1.9336 0.382 0.531 -0.558
H 6.5651 -3.1951 3.9814 -0.023 -0.091 0.013
H -5.7519 5.2386 -3.8211 0.326 -0.306 -0.172
H -1.4687 -7.0572 0.9728 -0.066 -0.056 0.227
H 3.2040 -0.5057 6.1311 -0.049 -0.027 0.080
H 0.5806 -4.1738 5.9793 -0.062 0.037 -0.020
H -1.6151 -1.7081 0.9154 -0.023 -0.009 -0.019
H -0.8050 2.8867 -5.1496 0.032 -0.277 0.139
H 3.9124 -3.6450 8.5302 0.042 0.091 0.017
H -3.2130 -2.3572 -0.4851 -0.020 0.148 -0.033
H 2.2329 5.0920 -2.7622 -0.338 -0.243 -0.074
H -4.9712 4.2852 -1.9057 0.446 0.036 -0.021
H 5.6234 -4.7664 7.3155 0.024 0.064 0.214
```
Forces are in eV/Å.

Results
LUMO ... -2.7 eV
HOMO ... -10.171 eV
Maximum force ... 4.13 eV Å⁻¹
HOMO-LUMO gap ... 7.5 eV
Total charge ... +1

Here are the Mulliken charges for atoms 1 to 6, given in e: number 1, S, carries -0.28; number 2, P, carries 0.14; number 3, O, carries -0.47; number 4, O, carries -0.55; number 5, O, carries -0.47; number 6, O, carries -0.24

---

# 2
A cluster of 6 separate species, C23H51B2BrCl10N5O4 in total in a non-equilibrium geometry. Source: OMol25; level of theory: wB97M-V/def2-TZVPD.

```
96
Properties=species:S:1:pos:R:3:forces:R:3
Br 0.8295 4.4870 -0.0362 -0.001 0.116 -0.201
Cl -1.9294 -5.8172 4.0145 0.000 0.012 -0.043
Cl -0.7462 3.0340 5.0565 0.021 -0.005 -0.003
Cl 1.2325 -1.5599 6.1570 -0.006 -0.005 -0.009
Cl 3.8243 -1.2823 4.7964 0.003 0.014 -0.031
Cl -4.6011 -5.7540 -0.2388 0.001 0.001 -0.008
Cl 3.5503 -5.2894 0.8747 -0.009 0.010 0.018
Cl -3.4980 -3.4016 1.1161 0.029 0.018 -0.059
Cl 4.2193 -4.8635 -1.9530 0.033 -0.011 0.000
Cl -1.8544 4.0370 2.5403 -0.075 0.050 -0.023
Cl -4.7354 -4.9099 4.0805 0.044 -0.060 0.008
O 1.1800 -1.1828 -0.7550 0.185 0.119 -0.068
O 3.1403 3.5700 -2.3222 0.350 -0.345 -0.073
O 0.2033 -1.2701 1.9491 -0.113 0.241 -0.193
O -0.0300 -2.0385 -2.6192 0.546 0.149 0.400
N 0.4253 1.6696 -0.1918 -0.291 0.296 -0.195
N 4.3064 1.6737 -1.4523 -0.488 -0.821 -1.566
N 1.8266 1.4782 -2.1439 0.483 0.583 0.882
N -3.3742 1.5594 -4.8047 0.139 0.010 0.117
N -0.2060 0.3889 -1.9718 0.254 0.105 1.311
C -1.2196 0.5728 1.3875 -0.045 -0.184 -0.186
C 0.7564 1.2479 -1.4024 -0.090 -0.623 -0.532
C -1.3896 2.3854 -3.5651 0.123 0.022 -0.147
C 5.5352 2.1884 -2.0995 0.246 0.453 0.595
C -4.2523 1.7383 0.0244 -0.250 -0.078 0.224
C 2.1002 -0.8879 4.7730 -0.045 0.015 -0.021
C 2.4713 2.5057 2.7106 0.389 -0.223 -0.103
C -3.8296 0.3257 -0.3623 -0.056 0.094 -0.187
C -1.0000 1.3386 0.0821 -0.208 0.327 0.205
C -1.9642 1.3088 -4.4820 -0.171 -0.035 -0.065
C -3.1673 -5.0242 0.4791 -0.020 -0.059 -0.015
C -1.1031 -0.9359 1.4643 0.219 -0.162 0.512
C -3.3378 -5.4348 5.0222 -0.061 0.037 0.110
C 2.4165 2.3771 1.1908 -0.121 -0.134 -0.211
C 4.8257 -5.3081 -0.3487 0.037 0.003 -0.015
C 2.0129 -2.3432 -0.6685 0.077 0.049 0.408
C 4.3024 0.2237 -1.2087 0.362 0.095 0.439
C -2.7328 -1.3337 -1.8543 -0.234 0.023 -0.167
C -1.7009 2.3081 -2.0691 -0.050 0.166 -0.116
C -2.8230 0.1568 -1.5207 0.009 -0.459 0.333
C -1.2563 4.4642 4.1553 0.047 -0.041 0.028
C -1.4871 0.9388 -1.3411 -0.227 0.538 -0.739
C 1.0061 2.6735 0.6709 0.316 -0.231 0.359
B 0.3180 -1.0072 -1.7682 -0.624 -0.346 -0.647
B 3.1212 2.2656 -1.9339 0.036 0.323 0.410
H 1.9366 3.3832 3.0696 0.002 0.064 0.041
H -0.5285 0.9630 2.1400 0.004 0.082 -0.018
H -2.4041 -4.9384 -0.2852 -0.008 0.022 -0.018
H -3.5527 1.4123 -5.7858 -0.067 -0.002 -0.082
H 1.6645 -1.2881 3.8670 -0.008 0.005 -0.014
H 5.2342 -6.3088 -0.4072 -0.039 -0.031 -0.002
H 3.5094 2.5662 3.0365 -0.020 0.115 0.050
H -1.7843 3.3413 -3.9161 0.026 0.018 -0.023
H 5.1885 -0.2379 -1.6414 -0.024 0.025 -0.085
H 0.3446 -1.9353 -3.4927 -0.235 -0.044 -0.482
H -2.2067 0.8649 1.7423 0.001 0.002 0.006
H -1.8301 -1.3022 2.1934 -0.108 0.053 -0.040
H -3.0575 -4.6335 5.6940 0.016 0.020 -0.009
H -2.8348 -5.6423 1.3037 -0.033 0.003 0.049
H -2.4979 -1.5016 -2.9030 0.174 -0.001 0.020
H 6.2826 1.4027 -2.1443 0.016 -0.043 0.029
H 3.1543 3.0119 0.7090 0.014 0.094 -0.019
H 2.0638 1.6077 3.1751 -0.252 0.131 0.012
H 3.4299 -0.2676 -1.6284 -0.070 0.044 0.029
H 1.4270 -3.2518 -0.5592 -0.066 -0.028 -0.154
H 1.9976 0.1902 4.7995 0.023 -0.005 0.088
H 5.3497 2.5541 -3.1085 -0.074 -0.056 -0.012
H -3.5105 -0.2451 0.5098 -0.014 -0.026 0.026
H 1.7312 1.0676 -3.0600 -0.083 -0.081 -0.127
H -4.7322 -0.1707 -0.7246 0.012 -0.096 0.081
H -2.7314 2.6241 -1.9183 -0.042 -0.099 0.120
H 2.6458 1.3470 0.9139 0.096 -0.048 -0.019
H -3.6090 -6.3266 5.5725 0.009 -0.039 -0.032
H 0.2157 -2.2231 2.0349 0.148 -0.360 0.097
H -2.0164 -1.8860 -1.2585 0.034 -0.079 0.116
H -0.4053 5.1235 4.0358 0.014 -0.003 -0.019
H 2.3166 3.8857 -2.6859 -0.359 0.245 -0.049
H 5.5858 -4.5930 -0.0611 -0.003 0.023 0.001
H -3.5056 2.2970 0.5877 0.081 0.086 -0.137
H -1.4601 2.3105 0.2730 0.000 0.028 -0.008
H -1.0974 3.0816 -1.5874 0.023 0.015 -0.010
H 2.6294 -2.2177 0.2189 -0.028 -0.001 0.038
H -1.8139 0.3163 -4.0504 0.053 -0.030 0.007
H -3.3356 0.6103 -2.3692 0.212 0.121 -0.044
H -5.1275 1.6772 0.6734 0.018 -0.013 0.035
H 2.6701 -2.4119 -1.5317 -0.106 -0.117 -0.117
H -0.3084 2.4414 -3.7287 0.018 -0.110 0.119
H -4.5659 2.3166 -0.8454 0.111 0.047 -0.016
H -3.7065 -1.7910 -1.6747 0.020 -0.012 0.021
H -2.0581 4.9526 4.6941 -0.036 -0.033 0.004
H 4.3367 0.0058 -0.1384 -0.086 -0.007 0.030
H -1.3160 -1.4628 0.5351 0.061 0.168 -0.165
H 0.3495 2.7245 1.5330 -0.112 -0.105 -0.065
H 5.9576 3.0172 -1.5321 0.005 -0.005 0.029
H -3.9980 0.9516 -4.2949 -0.075 -0.053 0.006
H -1.3923 1.3139 -5.4111 -0.012 0.076 -0.027
```
Forces are in eV/Å.

Results
LUMO ... -2.3 eV
HOMO ... -11.585 eV
Maximum force ... 1.83 eV Å⁻¹
HOMO-LUMO gap ... 9.2 eV
Total charge ... +1

Here are the Mulliken charges for atoms 1 to 6, given in e: number 1, Br, carries -0.01; number 2, Cl, carries -0.15; number 3, Cl, carries -0.13; number 4, Cl, carries -0.17; number 5, Cl, carries -0.18; number 6, Cl, carries -0.16

---

# 3
A structure of composition C23H52AlN. Source: OMol25; level of theory: wB97M-V/def2-TZVPD.

```
77
Properties=species:S:1:pos:R:3:forces:R:3
Al 1.5968 1.0026 -2.5438 0.580 0.054 -0.006
N -3.6423 0.9109 -2.2200 -0.027 0.067 -0.112
C -1.4760 -0.2554 -1.6700 0.000 -0.342 0.234
C 2.3017 3.5325 1.4939 -0.249 -0.123 0.189
C -4.4700 1.2413 -3.4375 -0.060 0.119 -0.029
C -4.3524 -0.0818 -1.3346 0.059 0.007 0.211
C 2.2818 -0.7502 -1.7412 -0.268 0.657 -0.203
C 1.8002 -0.2550 3.2641 0.116 0.068 0.146
C 1.7007 1.2219 3.6198 -0.228 0.046 -0.255
C -6.9226 1.4109 -2.5312 0.045 0.094 -0.006
C 0.7043 1.9707 2.7202 0.400 0.207 0.084
C 3.2695 -2.3932 0.8815 -0.440 -0.152 0.030
C 3.3948 -3.2928 2.1253 -0.272 0.193 -0.249
C -3.4604 -0.6861 -0.2597 0.111 -0.072 0.002
C 1.1001 3.4208 2.4310 0.019 -0.097 -0.059
C 2.1747 -3.2514 3.0644 0.137 -0.176 0.284
C 2.4100 -2.4700 4.3580 0.237 -0.076 -0.161
C 2.8373 -1.0273 4.0974 -0.640 -0.048 -0.195
C -2.3526 0.3133 -2.7511 0.212 -0.033 -0.079
C -2.2036 -1.3102 -0.8519 -0.100 0.048 -0.086
C -5.7424 2.0579 -3.2618 -0.155 -0.021 0.108
C 3.7604 -3.0138 -0.4329 0.410 -0.155 0.221
C 4.5450 -2.0459 -1.3084 -0.041 0.468 0.119
C 3.8118 -0.7517 -1.7602 -0.211 -0.352 -0.127
C -3.3262 2.1606 -1.4741 -0.052 -0.042 0.094
H 4.1627 0.1017 -1.1802 0.062 0.038 0.079
H 4.9417 -2.5547 -2.1876 -0.079 -0.198 -0.028
H 2.2087 -2.1754 0.7595 -0.005 0.156 -0.008
H -7.8493 1.9000 -2.8280 -0.004 0.000 -0.017
H -4.0500 -1.4288 0.2804 -0.097 0.042 -0.033
H 3.7521 -1.4281 1.0427 0.106 0.045 0.035
H 2.1419 2.9205 0.6067 0.034 0.049 -0.143
H 0.5039 1.6970 -1.5266 -0.148 0.133 -0.027
H -3.1870 0.0782 0.4721 0.007 0.000 0.004
H 1.3184 3.9453 3.3645 -0.085 0.040 0.093
H 3.2081 3.1845 1.9856 0.128 0.005 -0.031
H 1.9074 -4.2768 3.3258 -0.098 -0.025 0.082
H 4.4327 -3.8434 -0.1905 0.019 -0.061 -0.017
H 1.3045 -2.8304 2.5592 0.001 -0.012 -0.188
H 5.4161 -1.7411 -0.7196 0.146 -0.044 -0.067
H 0.6559 1.4588 1.7560 -0.191 -0.087 -0.058
H 2.6814 1.6903 3.5250 0.122 -0.041 0.077
H 0.9446 0.7416 -4.0180 -0.379 -0.039 -0.008
H -2.6418 -0.4586 -3.4665 -0.071 0.010 0.002
H -0.2854 1.9630 3.1785 -0.131 -0.175 -0.049
H 2.4519 4.5652 1.1879 0.104 0.052 -0.069
H 1.8791 -1.6058 -2.2922 -0.039 -0.137 0.069
H 0.8095 -0.7046 3.3848 -0.062 -0.056 0.043
H -2.4747 -2.1613 -1.4868 -0.021 -0.007 0.014
H -5.1814 0.4440 -0.8710 -0.079 -0.022 -0.114
H 1.3876 1.3148 4.6618 0.120 0.094 0.112
H -4.7435 -0.8565 -1.9943 0.023 -0.013 -0.028
H 3.5287 -4.3182 1.7830 0.112 -0.088 0.025
H -7.0170 0.3514 -2.7728 -0.007 -0.011 0.006
H -3.7934 1.7972 -4.0865 0.024 -0.044 -0.029
H -0.5960 -0.6723 -2.1617 0.039 0.049 -0.006
H -4.6871 0.2888 -3.9206 -0.011 -0.028 0.023
H 1.5036 -2.4937 4.9671 -0.077 0.082 0.035
H 2.9213 -3.4612 -0.9663 -0.074 0.075 -0.099
H -6.0617 2.2733 -4.2836 0.079 0.001 -0.038
H 3.7782 -1.0391 3.5481 0.207 0.169 0.173
H -5.5157 3.0305 -2.8228 0.017 0.013 -0.029
H 2.0461 -0.3376 2.2050 -0.064 -0.037 -0.077
H 4.2827 -3.0074 2.6899 0.177 -0.211 0.022
H -1.0970 0.5446 -1.0356 0.104 -0.071 -0.016
H 0.2421 3.9189 1.9757 -0.020 0.117 -0.024
H 2.8358 2.0383 -2.7118 -0.019 0.005 0.032
H -6.8535 1.5174 -1.4492 0.016 -0.067 0.006
H 3.1845 -2.9821 4.9354 0.041 0.006 0.057
H 4.1218 -0.5480 -2.7875 0.157 0.125 -0.005
H -2.8599 2.8622 -2.1609 0.032 0.014 0.017
H 1.9021 -0.7746 -0.7166 -0.014 -0.236 0.039
H -1.5591 -1.6948 -0.0625 0.018 0.025 0.006
H 2.9767 -0.5102 5.0470 0.200 0.009 0.066
H -4.2460 2.5735 -1.0687 -0.003 0.010 0.002
H -1.8337 1.1107 -3.2837 0.045 -0.028 -0.033
H -2.6393 1.9349 -0.6665 0.058 0.033 -0.033
```
Forces are in eV/Å.

Results
LUMO ... -0.2 eV
HOMO ... -7.032 eV
Maximum force ... 0.74 eV Å⁻¹
HOMO-LUMO gap ... 6.8 eV

Here are the Mulliken charges for atoms 1 to 6, given in e: number 1, Al, carries 0.66; number 2, N, carries 0.32; number 3, C, carries 0.42; number 4, C, carries -1.06; number 5, C, carries -0.69; number 6, C, carries -0.41